DFT (ωB97M-V/def2-TZVPD) results for 2 unconnected molecules or ions with the total composition CH3NO3.

**Frontier orbital gap**: 0.398 Ha
**E_LUMO**: 0.6 eV
**Calculated total energy**: -320.33270 Eh
**SMILES**: O=C=O.NO
**ΔE to the lowest compared entry with this formula, charge and spin**: 26.0 kJ/mol

Cartesian coordinates (Å):
O 2.264 -1.551 -0.026
C 2.080 -0.427 -0.125
O 1.978 0.695 -0.284
N -1.707 0.210 -0.246
O -0.529 0.141 0.672
H -2.047 1.267 -0.142
H -1.432 0.145 -1.218
H -0.608 -0.480 1.369